No. 1
This record from the OMol25 dataset describes 4 unconnected molecules or ions with the total composition C17H22F24N3O3P in a non-equilibrium geometry. The level of theory is ωB97M-V/def2-TZVPD.

XYZ file:
```
70
Properties=species:S:1:pos:R:3:mulliken_charge:R:1
F 5.00 3.33 1.37 -0.146
C 5.74 4.38 1.81 0.080
F 4.90 5.13 2.58 -0.292
C 6.31 5.21 0.67 0.842
F 5.32 5.80 -0.06 -0.273
F 7.03 6.25 1.22 -0.332
C 7.25 4.46 -0.27 -0.630
O 6.67 3.96 -1.48 -0.412
C 6.00 2.71 -1.37 0.795
F 6.30 2.15 -0.18 -0.277
F 6.56 1.90 -2.31 -0.321
C 4.49 2.82 -1.62 0.164
F 3.90 3.69 -0.76 -0.219
F 3.88 1.62 -1.43 -0.212
H 6.53 4.00 2.47 0.267
H 8.00 5.18 -0.61 0.412
H 7.84 3.69 0.25 0.303
H 4.28 3.15 -2.64 0.218
F -3.47 -1.17 1.94 -0.195
C -4.34 -0.28 2.45 0.096
F -5.53 -0.53 1.83 -0.249
C -3.91 1.16 2.21 0.930
F -3.88 1.47 0.89 -0.244
F -4.86 1.99 2.76 -0.348
C -2.57 1.55 2.85 -0.756
O -1.42 1.51 1.99 -0.388
C -0.82 0.22 1.83 0.889
F -1.33 -0.62 2.75 -0.297
F 0.49 0.38 2.15 -0.207
C -0.94 -0.31 0.40 -0.090
F -2.23 -0.40 -0.01 -0.136
F -0.43 -1.57 0.30 -0.265
H -4.48 -0.49 3.51 0.274
H -2.65 2.60 3.14 0.397
H -2.39 1.02 3.80 0.334
H -0.41 0.33 -0.31 0.199
F -8.63 -1.67 -2.66 -0.218
C -7.75 -0.68 -2.42 0.048
F -7.73 0.08 -3.55 -0.283
C -6.36 -1.19 -2.09 0.904
F -5.81 -1.86 -3.15 -0.290
F -5.54 -0.11 -1.88 -0.307
C -6.27 -2.08 -0.84 -0.532
O -6.29 -3.50 -1.07 -0.404
C -7.58 -4.08 -1.22 0.750
F -8.52 -3.17 -0.85 -0.273
F -7.65 -5.08 -0.31 -0.295
C -7.81 -4.64 -2.63 0.204
F -7.66 -3.69 -3.59 -0.208
F -9.08 -5.12 -2.76 -0.258
H -8.14 -0.05 -1.61 0.295
H -5.29 -1.89 -0.39 0.233
H -6.99 -1.78 -0.07 0.381
H -7.12 -5.46 -2.85 0.235
N 4.69 -3.43 0.57 -0.551
C 4.88 -2.03 0.03 0.201
N 4.67 -2.00 -1.48 -0.502
N 6.34 -1.64 0.38 -0.623
C 3.80 -0.92 0.65 -0.019
P 1.96 -1.42 0.32 -0.115
H 3.82 -3.89 0.22 0.277
H 4.80 -3.49 1.61 0.259
H 5.33 -1.35 -1.96 0.211
H 4.66 -2.95 -1.90 0.227
H 6.69 -0.91 -0.28 0.259
H 6.38 -1.28 1.37 0.311
H 4.00 -0.67 1.78 0.402
H 3.96 0.08 0.02 -0.364
H 1.83 -2.15 -0.93 0.080
H 1.59 -2.28 1.44 0.052
```

HOMO-LUMO gap   8.27 eV
Maximum force   2.8 eV/A
Energy   -3788.990291 a.u.
SMILES   FC(F)C(F)(F)COC(F)(F)C(F)F.FC(F)C(F)(F)COC(F)(F)C(F)F.FC(F)C(F)(F)COC(F)(F)C(F)F.NC(N)(N)CP

=====

No. 2
This record from the OMol25 dataset describes 2 unconnected molecules or ions with the total composition C4H5BS in a non-equilibrium geometry. The level of theory is ωB97M-V/def2-TZVPD.

XYZ file:
```
11
Properties=species:S:1:pos:R:3:mulliken_charge:R:1
B 1.79 0.85 0.07 0.071
C -0.07 -1.07 -0.18 -0.530
C -1.47 -1.15 0.02 -0.295
C -0.72 1.14 -0.14 -0.145
C 0.38 0.29 -0.23 0.109
S -2.20 0.34 0.15 -0.146
H 2.50 -0.50 0.51 -0.092
H 2.08 1.92 0.28 -0.051
H 0.34 -2.05 -0.37 0.313
H -1.90 -2.09 0.03 0.477
H -0.74 2.31 -0.15 0.289
```

HOMO-LUMO gap   9.10 eV
Maximum force   5.9 eV/A
Energy relative to the best compared isomer or geometry (same formula, charge and spin)   0.807 eV
Energy   -578.353888 a.u.

=====

No. 3
This record from the OMol25 dataset describes a single C6H9Br molecule in a non-equilibrium geometry. The level of theory is ωB97M-V/def2-TZVPD.

XYZ file:
```
16
Properties=species:S:1:pos:R:3:mulliken_charge:R:1
C 0.49 -2.41 -0.24 -0.815
C 0.69 -1.18 0.06 0.078
C 1.65 -0.30 0.81 -0.395
Br 3.26 0.32 0.00 -0.161
C 0.22 0.20 0.00 0.964
C -0.88 0.70 1.02 -1.288
C 0.29 1.04 -1.21 -1.513
H -0.31 -2.62 -0.82 0.359
H 1.31 -3.04 0.22 0.230
H 1.44 -0.13 1.89 0.377
H -0.48 1.71 1.45 0.315
H -0.79 -0.02 1.81 0.361
H -1.86 0.54 0.63 0.376
H 0.07 2.04 -0.96 0.436
H -0.39 0.67 -2.03 0.260
H 1.23 1.13 -1.69 0.418
```

HOMO-LUMO gap   9.83 eV
Maximum force   4.0 eV/A
Energy relative to the best compared isomer or geometry (same formula, charge and spin)   2.294 eV
Energy   -2807.920535 a.u.
SMILES   C=C1[C@@H](Br)C1(C)C

=====

No. 4
This record from the OMol25 dataset describes a single C4H7NO molecule in a non-equilibrium geometry. The level of theory is ωB97M-V/def2-TZVPD.

XYZ file:
```
13
Properties=species:S:1:pos:R:3:mulliken_charge:R:1
C 1.33 -0.40 1.10 -0.610
N 0.89 -1.41 0.13 -0.627
C 0.85 0.00 -0.24 0.025
C -0.40 0.81 -0.31 -0.019
C -1.62 0.36 -0.97 -0.371
O -1.50 0.33 0.45 -0.437
H 0.61 -0.17 1.89 0.243
H 2.37 -0.43 1.38 0.272
H 0.04 -1.74 0.57 0.307
H 1.61 0.28 -0.96 0.375
H -0.23 1.89 -0.21 0.342
H -2.33 1.09 -1.37 0.270
H -1.63 -0.62 -1.45 0.231
```

HOMO-LUMO gap   10.84 eV
Maximum force   1.0 eV/A
Energy relative to the best compared isomer or geometry (same formula, charge and spin)   3.088 eV
Energy   -286.518149 a.u.
SMILES   C1N[C@H]1[C@H]1CO1

=====

No. 5
This record from the OMol25 dataset describes a molecular structure, C27H32Cl3N2O2OsP in a non-equilibrium geometry. The level of theory is ωB97M-V/def2-TZVPD.

XYZ file:
```
68
Properties=species:S:1:pos:R:3:mulliken_charge:R:1
Os 1.46 -0.37 -0.46 2.529
N 2.06 -0.13 1.59 -0.915
C 2.27 -1.32 2.49 -0.974
C 1.05 -2.24 2.50 0.253
C 1.18 -3.51 1.68 -0.642
C 1.82 -3.38 0.33 -0.863
N 1.10 -2.47 -0.63 -0.322
H 2.90 0.43 1.60 0.419
H 1.35 0.46 2.03 0.177
H 2.45 -0.94 3.50 0.410
H 3.19 -1.82 2.17 0.538
H 0.19 -1.65 2.18 -0.238
H 0.82 -2.53 3.53 0.543
H 0.20 -3.98 1.58 0.324
H 1.79 -4.23 2.23 0.387
H 1.84 -4.37 -0.13 0.492
H 2.85 -3.02 0.37 0.386
H 0.12 -2.77 -0.69 0.211
H 1.51 -2.67 -1.54 0.522
C 0.34 2.95 1.26 -1.447
C -0.77 2.15 1.91 0.809
C -1.28 2.61 3.12 -1.015
C -2.36 2.01 3.74 -0.866
C -2.98 0.92 3.14 -0.827
C -2.49 0.44 1.94 -1.188
C -1.38 1.03 1.34 1.362
P -0.75 0.32 -0.19 1.359
C -1.88 -1.05 -0.65 0.592
C -1.78 -2.15 0.21 -1.075
C -2.49 -3.31 0.01 -0.913
C -3.33 -3.40 -1.09 -1.112
C -3.45 -2.32 -1.95 -0.891
C -2.75 -1.12 -1.75 -0.043
C -3.01 -0.01 -2.73 -1.031
C -0.77 1.62 -1.45 0.926
C -1.61 2.71 -1.46 -0.607
C -1.44 3.71 -2.42 -0.745
C -0.42 3.62 -3.37 -0.918
C 0.44 2.53 -3.36 -0.866
C 0.27 1.53 -2.40 0.445
C 1.24 0.45 -2.27 -0.843
H -0.07 3.89 0.88 0.416
H 0.82 2.46 0.41 -0.148
H 1.10 3.22 1.99 0.556
H -0.82 3.49 3.58 0.535
H -2.73 2.40 4.68 0.441
H -3.84 0.46 3.60 0.496
H -2.98 -0.40 1.47 0.421
H -1.14 -2.08 1.09 0.730
H -2.41 -4.14 0.71 0.502
H -3.90 -4.30 -1.28 0.445
H -4.12 -2.39 -2.79 0.438
H -3.75 -0.33 -3.46 0.539
H -2.11 0.27 -3.29 0.229
H -3.39 0.88 -2.24 0.243
H -2.40 2.81 -0.71 0.634
H -2.10 4.56 -2.43 0.527
H -0.30 4.40 -4.11 0.469
H 1.25 2.46 -4.08 0.531
H 2.06 0.44 -3.00 0.703
H 0.76 -0.68 -2.18 0.025
Cl 5.86 0.95 -2.33 -0.089
C 5.20 1.38 -0.75 0.758
Cl 5.15 3.12 -0.54 -0.085
Cl 6.13 0.63 0.57 -0.107
C 3.81 0.77 -0.64 -0.377
O 2.84 1.49 -0.22 -0.589
O 3.62 -0.45 -0.88 -0.582
```

HOMO-LUMO gap   6.77 eV
Maximum force   1.5 eV/A
Energy relative to the best compared isomer or geometry (same formula, charge and spin)   0.000 eV
Energy   -3120.147032 a.u.
Net charge   +2

=====

No. 6
This record from the OMol25 dataset describes 12 unconnected molecules or ions with the total composition C23H46IN13O22S in a non-equilibrium geometry. The level of theory is ωB97M-V/def2-TZVPD.

XYZ file:
```
106
Properties=species:S:1:pos:R:3:mulliken_charge:R:1
C 7.57 1.16 1.39 -1.659
C 6.20 0.93 0.76 1.217
C 5.73 -0.34 0.69 -0.675
C 4.45 -0.57 0.08 0.209
S 3.93 -2.30 0.03 -0.299
C 3.70 0.45 -0.43 0.630
C 2.37 0.13 -1.10 -1.425
C 1.15 1.00 -0.64 -0.743
C 1.20 1.45 0.82 -0.862
I -0.64 2.54 1.21 -0.003
C 4.22 1.80 -0.34 0.127
N 3.45 2.78 -0.89 -0.172
C 3.98 4.01 -0.73 -0.687
C 5.21 4.21 -0.07 -0.359
N 6.00 3.28 0.42 -0.582
C 5.46 2.05 0.27 0.116
H 7.56 1.06 2.49 0.283
H 8.26 0.38 1.02 0.399
H 8.00 2.13 1.10 0.357
H 6.35 -1.15 1.08 0.428
H 4.22 -2.73 -1.22 0.187
H 2.51 0.34 -2.18 0.269
H 2.08 -0.92 -1.03 0.530
H 1.14 1.90 -1.27 0.361
H 0.20 0.48 -0.88 0.542
H 2.01 2.15 1.02 0.454
H 1.24 0.57 1.48 0.483
H 3.43 4.86 -1.12 0.506
H 5.55 5.25 0.04 0.445
C 4.14 3.12 -4.47 -0.510
N 3.40 3.48 -5.70 0.992
O 2.19 3.53 -5.64 -0.554
O 4.06 3.71 -6.70 -0.579
H 3.44 2.94 -3.67 0.137
H 4.71 2.22 -4.69 0.283
H 4.80 3.95 -4.23 0.292
C -3.73 2.15 3.94 -0.604
N -3.88 0.90 3.14 0.992
O -4.85 0.80 2.42 -0.546
O -3.02 0.06 3.27 -0.490
H -4.57 2.80 3.73 0.319
H -3.71 1.86 4.99 0.234
H -2.79 2.61 3.65 0.123
C -3.37 -2.13 0.60 -0.515
N -2.46 -2.14 -0.58 0.938
O -2.27 -3.20 -1.14 -0.558
O -1.98 -1.07 -0.91 -0.555
H -3.73 -3.14 0.77 0.266
H -2.79 -1.77 1.45 0.272
H -4.19 -1.46 0.37 0.153
C -1.49 -0.13 7.99 -0.787
N -2.56 0.35 7.07 0.945
O -2.33 1.33 6.40 -0.545
O -3.59 -0.29 7.05 -0.534
H -0.64 0.54 7.90 0.341
H -1.90 -0.10 9.00 0.289
H -1.23 -1.14 7.69 0.269
C -6.90 -4.80 -1.29 -0.895
N -6.11 -4.04 -0.29 0.941
O -6.39 -2.87 -0.11 -0.530
O -5.22 -4.64 0.28 -0.565
H -7.65 -4.14 -1.72 0.355
H -6.21 -5.15 -2.06 0.307
H -7.36 -5.63 -0.78 0.392
C 1.80 2.65 4.27 -0.664
N 1.66 2.45 5.74 0.892
O 0.89 1.60 6.13 -0.509
O 2.35 3.16 6.45 -0.563
H 1.13 1.96 3.76 0.174
H 1.52 3.68 4.05 0.307
H 2.83 2.45 4.01 0.302
C -10.19 -7.45 -2.79 -0.734
N -9.35 -6.75 -1.78 0.862
O -9.57 -5.57 -1.59 -0.522
O -8.51 -7.41 -1.21 -0.514
H -10.89 -6.74 -3.21 0.315
H -9.52 -7.84 -3.55 0.290
H -10.71 -8.26 -2.27 0.281
C 5.14 0.83 -8.13 -0.474
N 5.13 0.12 -6.82 0.884
O 4.79 -1.04 -6.81 -0.537
O 5.47 0.76 -5.84 -0.590
H 4.82 0.14 -8.90 0.285
H 4.46 1.67 -8.05 0.272
H 6.16 1.17 -8.31 0.157
C -4.73 -3.85 7.51 -0.580
N -4.85 -4.05 8.98 0.869
O -5.63 -4.90 9.37 -0.529
O -4.17 -3.35 9.69 -0.531
H -5.39 -4.54 7.01 0.321
H -5.00 -2.82 7.30 0.210
H -3.69 -4.04 7.24 0.239
C -6.63 2.04 -0.11 -0.669
N -7.70 2.48 -1.05 0.913
O -7.48 3.46 -1.73 -0.539
O -8.72 1.83 -1.06 -0.534
H -5.79 2.71 -0.21 0.301
H -7.04 2.07 0.89 0.280
H -6.35 1.02 -0.39 0.245
C 10.09 1.97 -7.91 -0.711
N 9.07 2.41 -8.90 0.852
O 9.33 3.38 -9.58 -0.504
O 8.03 1.77 -8.94 -0.573
H 10.95 2.63 -7.98 0.298
H 9.64 2.02 -6.93 0.284
H 10.36 0.95 -8.16 0.291
```

HOMO-LUMO gap   8.22 eV
Maximum force   2.2 eV/A
Energy   -3965.925788 a.u.
SMILES   Cc1cc(S)c(CCCI)c2nccnc12.C[N+](=O)[O-].C[N+](=O)[O-].C[N+](=O)[O-].C[N+](=O)[O-].C[N+](=O)[O-].C[N+](=O)[O-].C[N+](=O)[O-].C[N+](=O)[O-].C[N+](=O)[O-].C[N+](=O)[O-].C[N+](=O)[O-]